1.
Formula: C3H3HgMgO3
Source: the OMol25 dataset
Level of theory: ωB97M-V/def2-TZVPD

Properties
* 2S+1: 2
* net charge: +2
* frontier orbital gap (spin up / spin down): 4.927 / 4.950 eV
* M: 311.95 g/mol
* expectation value of S²: 0.765

Each line ends with the Mulliken charge.
Positions of all 11 atoms, in Å:
C (0.46, 0.42, -1.54)  -0.0028
H (1.67, -0.65, 1.12)  0.2647
C (-0.34, -0.16, 0.19)  0.4685
H (-1.85, 0.41, 1.36)  0.3693
C (1.11, 0.06, 0.50)  -0.2929
H (1.38, 1.02, 0.96)  0.2900
Hg (-0.21, -2.95, 0.01)  0.4027
O (1.53, -0.06, -0.91)  -0.1032
O (-0.63, -0.40, -1.21)  -0.1751
O (-1.29, 0.79, 0.67)  -0.5492
Mg (-1.83, 1.52, -1.17)  1.3281


2.
Formula: C3H2Cl2N2O
Source: the OMol25 dataset
Level of theory: ωB97M-V/def2-TZVPD

Properties
* 2S+1: 1
* frontier orbital gap (spin up / spin down): 7.852 / 7.840 eV
* M: 152.97 g/mol

Each line ends with the Mulliken charge.
Positions of all 10 atoms, in Å:
Cl (0.52, -2.14, 0.78)  -0.1390
C (-0.11, -0.54, -1.39)  0.0321
H (0.42, 1.11, 1.48)  0.3224
C (-0.22, 0.51, 0.92)  -0.5709
C (0.49, -0.53, 0.05)  0.7527
O (-0.04, -1.25, -2.34)  -0.3349
N (-1.20, 1.38, -1.08)  -0.2542
N (-0.94, 1.40, 0.07)  0.0673
Cl (2.22, 0.01, -0.13)  -0.1582
H (-1.14, 0.06, 1.61)  0.2827


3.
Formula: C4H10N4
Source: the OMol25 dataset
Level of theory: ωB97M-V/def2-TZVPD

Properties
* 2S+1: 1
* frontier orbital gap: 9.097 eV
* M: 114.15 g/mol
* SMILES: C/N=C(C)\N=C\NN

Each line ends with the Mulliken charge.
Positions of all 18 atoms, in Å:
N (-3.64, -0.24, 0.21)  -0.6975
H (2.78, -2.02, -1.03)  0.2313
C (0.98, 2.01, 0.12)  -0.7545
C (-1.21, 0.37, -0.29)  -0.0308
H (1.91, 2.41, -0.54)  0.2524
C (2.67, -1.56, 0.01)  -0.6229
H (3.55, -1.50, 0.88)  0.2852
N (-2.24, -0.45, 0.01)  0.0451
H (0.83, 2.39, 1.25)  0.2562
H (-4.32, -0.68, -0.57)  0.2676
H (-1.43, 1.46, -0.39)  0.2568
H (-3.73, -0.94, 1.09)  0.2996
N (-0.01, -0.19, -0.26)  -0.4985
N (2.52, 0.00, 0.11)  -0.4886
H (0.15, 2.07, -0.64)  0.2308
H (-1.84, -1.39, -0.40)  0.3193
C (1.25, 0.50, -0.03)  0.4725
H (1.79, -2.26, 0.47)  0.1761


Please write out number 3 again, unchanged.
Formula: C4H10N4
Source: the OMol25 dataset
Level of theory: ωB97M-V/def2-TZVPD

Properties
* 2S+1: 1
* frontier orbital gap: 9.097 eV
* M: 114.15 g/mol
* SMILES: C/N=C(C)\N=C\NN

Each line ends with the Mulliken charge.
Positions of all 18 atoms, in Å:
N (-3.64, -0.24, 0.21)  -0.6975
H (2.78, -2.02, -1.03)  0.2313
C (0.98, 2.01, 0.12)  -0.7545
C (-1.21, 0.37, -0.29)  -0.0308
H (1.91, 2.41, -0.54)  0.2524
C (2.67, -1.56, 0.01)  -0.6229
H (3.55, -1.50, 0.88)  0.2852
N (-2.24, -0.45, 0.01)  0.0451
H (0.83, 2.39, 1.25)  0.2562
H (-4.32, -0.68, -0.57)  0.2676
H (-1.43, 1.46, -0.39)  0.2568
H (-3.73, -0.94, 1.09)  0.2996
N (-0.01, -0.19, -0.26)  -0.4985
N (2.52, 0.00, 0.11)  -0.4886
H (0.15, 2.07, -0.64)  0.2308
H (-1.84, -1.39, -0.40)  0.3193
C (1.25, 0.50, -0.03)  0.4725
H (1.79, -2.26, 0.47)  0.1761